{
  "formula": "C4H7NO",
  "method": "ωB97M-V/def2-TZVPD",
  "homo_ev": -9.9,
  "total_energy_ev": -7797.862,
  "smiles": "C[C@H]1CN1C=O",
  "mol_weight_g_mol": 85.11,
  "e_lumo_ev": 1.0,
  "charge": 0,
  "max_force_ev_per_a": 0.5,
  "de_lowest_kcal_mol": 41.09,
  "multiplicity": 1,
  "elements": ["C", "C", "C", "N", "C", "O", "H", "H", "H", "H", "H", "H", "H"],
  "coordinates": [[1.360758, 1.150663, 0.505527], [0.118148, 0.304488, 0.544938], [-0.916904, 0.457819, -0.506195], [-0.054702, -0.696043, -0.510782], [-0.686787, -1.938002, -0.459314], [-1.851760, -2.097796, -0.743613], [2.214332, 0.651471, 0.970111], [1.179009, 2.094904, 1.030844], [1.608825, 1.381635, -0.534063], [-0.253057, 0.041589, 1.536685], [-1.953714, 0.290220, -0.225304], [-0.752796, 1.123334, -1.348599], [-0.015811, -2.789529, -0.266340]],
  "forces_ev_per_a": [[0.06, -0.03, -0.04], [0.04, 0.08, 0.15], [-0.31, 0.31, -0.11], [-0.18, -0.34, -0.25], [-0.23, 0.02, -0.04], [0.43, -0.11, 0.11], [-0.07, 0.04, -0.03], [0.03, -0.16, -0.04], [0.03, -0.05, 0.13], [0.05, -0.07, -0.20], [0.15, -0.01, -0.13], [-0.03, 0.14, 0.23], [0.02, 0.17, 0.21]],
  "nbo_charge": [-0.6163, -0.0452, -0.2502, -0.4671, 0.5363, -0.5614, 0.2168, 0.2179, 0.2190, 0.2034, 0.2192, 0.2041, 0.1234]
}